## w
DFT (ωB97M-V/def2-TZVPD) results for a 2-piece molecular cluster, C2H10NOS2 overall.

2S+1: 1
LUMO level, eV: -3.6
HOMO energy, eV: -12.5
Charge: +1
Orbital gap, eV: 8.97

XYZ file:
```
16
C2H10NOS2 ωB97M-V/def2-TZVPD
N 1.15 0.51 2.16
C 0.09 0.46 1.08
C 0.20 -0.65 0.15
S -0.95 -0.31 -1.24
S -0.28 -2.06 -2.38
H 0.93 1.24 2.92
H 2.09 0.61 1.80
H 1.15 -0.37 2.68
H 0.08 1.41 0.60
H -0.85 0.33 1.66
H 1.23 -0.64 -0.24
H -0.12 -1.63 0.53
H 0.43 -1.25 -3.32
H -0.34 3.54 2.53
H 0.76 4.31 3.42
O 0.57 3.49 2.85
```

=====

## x
DFT (ωB97M-V/def2-TZVPD) results for a 3-piece molecular cluster, C2H10NOS2 overall.

2S+1: 1
LUMO level, eV: -9.6
HOMO energy, eV: -12.8
Charge: +1
Orbital gap, eV: 3.13

XYZ file:
```
16
C2H10NOS2 ωB97M-V/def2-TZVPD
N -2.44 -0.34 0.32
C -1.61 -0.10 -0.85
C -0.71 1.15 -0.53
S 0.98 0.75 -0.06
S 5.19 0.10 -0.68
H 3.84 0.20 -0.41
H -1.77 -0.68 1.04
H -3.16 -1.09 0.27
H -1.05 -0.95 -1.25
H -2.21 0.33 -1.65
H -1.21 1.74 0.24
H -0.79 1.82 -1.36
H 4.82 -0.93 -1.48
H 0.49 -0.28 1.52
H -0.13 -1.01 2.92
O -0.26 -0.71 1.98
```

=====

Stability ranking, top entry: w; the second entry is 5.263 eV less favorable.

=====

## w
DFT (ωB97M-V/def2-TZVPD) results for a 2-piece molecular cluster, C4H11NO2S overall.

2S+1: 1
LUMO level, eV: 0.5
HOMO energy, eV: -9.1
Charge: 0
SMILES: NC(=O)CCCS.O
Orbital gap, eV: 9.66

XYZ file:
```
19
C4H11NO2S ωB97M-V/def2-TZVPD
C -0.21 1.04 -0.89
C -0.75 0.60 0.43
C -1.78 -0.56 0.59
S -3.27 -0.32 -0.27
C 0.76 0.09 -1.45
N 2.09 0.46 -1.22
O 0.60 -0.91 -2.06
H 0.44 2.05 -0.75
H -0.94 1.32 -1.61
H -0.20 0.39 1.22
H -1.31 1.53 0.74
H -1.37 -1.53 0.34
H -2.04 -0.59 1.75
H -2.88 -0.60 -1.53
H 2.78 -0.38 -1.42
H 2.45 1.26 -0.98
H 1.97 -1.98 2.48
H 1.49 -0.80 2.01
O 2.17 -1.05 2.64
```

=====

## x
DFT (ωB97M-V/def2-TZVPD) results for a 3-piece molecular cluster, C4H11NO2S overall.

2S+1: 1
LUMO level, eV: -4.1
HOMO energy, eV: -8.4
Charge: 0
Orbital gap, eV: 4.33

XYZ file:
```
19
C4H11NO2S ωB97M-V/def2-TZVPD
C -0.68 0.78 -1.11
N -0.94 0.31 0.24
C 0.25 -0.08 0.86
C 0.84 -1.24 0.44
S 2.22 0.88 -1.79
C 0.82 1.05 1.74
O -0.01 2.10 1.75
H -0.12 -0.02 -1.59
H 0.02 1.62 -1.05
H -1.57 0.98 -1.67
H -1.02 1.20 0.78
H 1.73 1.36 1.22
H 0.25 -1.97 -0.10
H 1.84 -1.49 0.76
H 2.68 -0.31 -1.38
H 0.96 0.65 2.75
H -2.28 -1.23 -0.27
H -2.77 -2.40 -1.16
O -2.22 -2.18 -0.42
```

=====

## y
DFT (ωB97M-V/def2-TZVPD) results for a 2-piece molecular cluster, C4H11NO2S overall.

2S+1: 1
LUMO level, eV: 0.6
HOMO energy, eV: -9.2
Charge: 0
SMILES: CNC(=O)CCS.O
Orbital gap, eV: 9.83

XYZ file:
```
19
C4H11NO2S ωB97M-V/def2-TZVPD
C 0.46 0.81 0.36
C 1.18 1.10 -0.96
S 1.57 2.88 -1.17
C -0.54 -0.31 0.21
N -0.74 -1.14 1.26
C -0.37 -0.89 2.66
O -1.13 -0.49 -0.84
H 1.19 0.56 1.12
H -0.02 1.69 0.79
H 2.16 0.63 -0.98
H 0.55 0.82 -1.80
H 0.31 3.28 -1.36
H -1.50 -1.80 1.16
H 0.36 -1.63 2.99
H 0.06 0.09 2.78
H -1.27 -0.95 3.27
H -0.23 -1.18 -3.62
H -1.10 -1.66 -2.47
O -0.94 -1.80 -3.41
```

=====

## z
DFT (ωB97M-V/def2-TZVPD) results for a 2-piece molecular cluster, C4H11NO2S overall.

2S+1: 1
LUMO level, eV: 0.3
HOMO energy, eV: -8.0
Charge: 0
SMILES: NC(=O)O.CCSC
Orbital gap, eV: 8.28

XYZ file:
```
19
C4H11NO2S ωB97M-V/def2-TZVPD
N 2.62 -1.51 -2.48
C 1.46 -1.41 -1.74
O 0.31 -1.30 -2.45
O 1.47 -1.41 -0.54
H 3.40 -1.05 -2.06
H 2.60 -1.53 -3.48
H 0.38 -1.80 -3.27
C -1.81 0.40 -0.43
C -0.89 0.75 0.73
S -1.59 0.30 2.34
C -0.45 1.26 3.39
H -1.37 0.72 -1.36
H -2.81 0.79 -0.25
H -1.99 -0.68 -0.49
H -0.73 1.84 0.71
H 0.07 0.26 0.61
H 0.51 0.75 3.40
H -0.33 2.26 2.98
H -0.86 1.36 4.39
```

=====

Stability ranking, top entry: z; the second entry is 0.086 eV less favorable.

=====

## w
DFT (ωB97M-V/def2-TZVPD) results for a 2-piece molecular cluster, CH4INS overall.

2S+1: 1
LUMO level (alpha / beta), eV: -0.4 / -0.1
HOMO energy (alpha / beta), eV: -8.2 / -8.4
Charge: 0
Orbital gap (alpha / beta), eV: 7.83 / 8.28

XYZ file:
```
8
CH4INS ωB97M-V/def2-TZVPD
C -1.25 0.55 0.66
N 1.11 -0.49 0.30
S 1.55 -1.36 -0.96
I -2.64 -0.31 -0.63
H -1.06 1.63 0.52
H -1.27 0.26 1.70
H 1.43 0.44 0.41
H 2.13 -0.73 -1.99
```

=====

## x
DFT (ωB97M-V/def2-TZVPD) results for a 2-piece molecular cluster, CH4INS overall.

2S+1: 1
LUMO level (alpha / beta), eV: -1.2 / -1.2
HOMO energy (alpha / beta), eV: -8.6 / -8.6
Charge: 0
SMILES: CN=S.I
Orbital gap (alpha / beta), eV: 7.37 / 7.37

XYZ file:
```
8
CH4INS ωB97M-V/def2-TZVPD
C 0.91 -0.39 0.00
N 0.21 0.60 -0.83
S 0.42 0.61 -2.35
I -2.80 0.66 1.85
H 0.29 -1.00 0.52
H 1.78 -1.04 -0.34
H 1.45 0.12 0.76
H -2.25 0.43 0.40
```

=====

## y
DFT (ωB97M-V/def2-TZVPD) results for CH4INS as an isolated structure.

2S+1: 1
LUMO level (alpha / beta), eV: -1.9 / -1.2
HOMO energy (alpha / beta), eV: -8.8 / -9.2
Charge: 0
Orbital gap (alpha / beta), eV: 6.96 / 8.02

XYZ file:
```
8
CH4INS ωB97M-V/def2-TZVPD
C 0.09 -0.32 0.38
N -0.29 -1.16 -0.83
S 0.42 -0.66 -2.18
I -2.90 -1.91 -0.76
H 1.16 -0.14 0.18
H -0.38 0.61 0.68
H -0.06 -1.04 1.17
H 0.64 0.58 -1.91
```

=====

Stability ranking, top entry: x; the second entry is 0.200 eV less favorable.

=====

## w
DFT (ωB97M-V/def2-TZVPD) results for one molecule with the formula H2INS.

2S+1: 1
LUMO level (alpha / beta), eV: -1.1 / -1.1
HOMO energy (alpha / beta), eV: -9.0 / -9.0
Charge: 0
Orbital gap (alpha / beta), eV: 7.84 / 7.84

XYZ file:
```
5
H2INS ωB97M-V/def2-TZVPD
N -0.45 0.08 -0.47
S 0.84 -0.34 0.23
I 0.75 -2.86 0.77
H -0.60 -0.39 -1.30
H 0.42 0.29 1.55
```

=====

## x
DFT (ωB97M-V/def2-TZVPD) results for H2INS as an isolated structure.

2S+1: 1
LUMO level, eV: -1.0
HOMO energy, eV: -8.9
Charge: 0
Orbital gap, eV: 7.92

XYZ file:
```
5
H2INS ωB97M-V/def2-TZVPD
N -0.70 -0.39 0.10
S 0.57 0.60 -0.43
I -1.33 -1.79 -1.53
H -1.65 0.03 0.23
H 1.24 -0.43 -0.10
```

=====

Stability ranking, top entry: x; the second entry is 0.313 eV less favorable.

=====

## w
DFT (ωB97M-V/def2-TZVPD) results for a 2-piece molecular cluster, C3H9NS overall.

2S+1: 1
LUMO level, eV: 0.7
HOMO energy, eV: -7.7
Charge: 0
SMILES: C/C=C/N.S
Orbital gap, eV: 8.39

XYZ file:
```
14
C3H9NS ωB97M-V/def2-TZVPD
S -1.26 1.75 1.72
H -2.23 1.91 2.63
H -0.37 1.33 2.63
C 1.90 -0.37 -2.38
C 1.20 -1.23 -1.38
C 0.21 -0.79 -0.60
N -0.53 -1.55 0.27
H 1.46 0.63 -2.44
H 2.97 -0.26 -2.15
H 1.90 -0.74 -3.41
H 1.44 -2.29 -1.41
H -0.12 0.24 -0.71
H -1.04 -1.12 1.02
H -0.11 -2.41 0.59
```

=====

## x
DFT (ωB97M-V/def2-TZVPD) results for a 2-piece molecular cluster, C3H9NS overall.

2S+1: 1
LUMO level, eV: 0.8
HOMO energy, eV: -8.6
Charge: 0
SMILES: C=N.CSC
Orbital gap, eV: 9.32

XYZ file:
```
14
C3H9NS ωB97M-V/def2-TZVPD
C 0.12 -0.19 4.66
N 0.79 -0.60 5.72
H 0.57 0.64 4.01
H -0.99 -0.25 4.39
H 0.15 -1.28 6.14
C 1.10 1.15 -2.04
S -0.53 0.08 -1.94
C -0.89 -0.60 -3.56
H 1.86 0.65 -1.45
H 1.38 1.39 -3.04
H 0.83 2.02 -1.37
H -1.36 0.11 -4.28
H -1.35 -1.64 -3.65
H -0.01 -0.88 -4.06
```

=====

Stability ranking, top entry: w; the second entry is 1.569 eV less favorable.

=====

## w
DFT (ωB97M-V/def2-TZVPD) results for a 2-piece molecular cluster, C3H9NS overall.

2S+1: 1
LUMO level, eV: 0.8
HOMO energy, eV: -8.0
Charge: 0
SMILES: C=CN.CS
Orbital gap, eV: 8.87

XYZ file:
```
14
C3H9NS ωB97M-V/def2-TZVPD
C -2.04 0.68 0.98
S -1.36 2.04 -0.06
H -1.95 0.93 2.04
H -3.11 0.57 0.82
H -1.50 -0.23 0.74
C 1.29 -0.41 -0.93
C 1.15 -1.72 -1.07
N 1.09 0.34 0.25
H 1.49 0.22 -1.81
H 1.05 -2.09 -2.09
H 1.10 -2.41 -0.24
H -0.02 1.39 -0.13
H 0.88 -0.21 1.07
H 1.92 0.90 0.44
```

=====

## x
DFT (ωB97M-V/def2-TZVPD) results for one molecule with the formula C3H9NS.

2S+1: 1
LUMO level, eV: 1.0
HOMO energy, eV: -9.0
Charge: 0
SMILES: NCCCS
Orbital gap, eV: 10.01

XYZ file:
```
14
C3H9NS ωB97M-V/def2-TZVPD
C -0.66 -0.62 -0.52
C -0.08 0.26 0.58
C 1.41 0.03 0.76
S 2.73 1.09 -0.03
N -2.14 -0.51 -0.51
H -0.27 -0.44 -1.53
H -0.43 -1.63 -0.18
H -0.72 0.20 1.47
H -0.19 1.30 0.25
H 1.75 0.04 1.80
H 1.62 -0.95 0.32
H 1.86 2.08 -0.32
H -2.47 -1.22 -1.16
H -2.43 0.36 -0.93
```

=====

Stability ranking, top entry: x; the second entry is 0.868 eV less favorable.

=====

## w
DFT (ωB97M-V/def2-TZVPD) results for one molecule with the formula C3H9NS.

2S+1: 1
LUMO level, eV: 1.0
HOMO energy, eV: -8.8
Charge: 0
SMILES: CNCSC
Orbital gap, eV: 9.78

XYZ file:
```
14
C3H9NS ωB97M-V/def2-TZVPD
C -2.14 -0.81 0.14
S -0.84 -1.77 -0.71
H -3.05 -0.78 -0.46
H -2.38 -1.13 1.16
H -1.87 0.24 0.12
C 1.64 1.18 0.50
C 0.38 -0.42 -0.90
N 1.21 -0.20 0.30
H 2.32 1.43 -0.31
H 2.18 1.19 1.45
H 0.86 1.96 0.59
H -0.01 0.54 -1.25
H 1.02 -0.82 -1.69
H 0.68 -0.58 1.06
```

=====

## x
DFT (ωB97M-V/def2-TZVPD) results for a 2-piece molecular cluster, C3H9NS overall.

2S+1: 1
LUMO level, eV: -0.6
HOMO energy, eV: -8.9
Charge: 0
Orbital gap, eV: 8.28

XYZ file:
```
14
C3H9NS ωB97M-V/def2-TZVPD
C 2.98 -0.07 0.03
N 1.66 -0.61 0.21
C 0.49 0.25 -0.03
C -0.83 -0.60 -0.23
S -2.27 0.48 -0.03
H 3.71 -0.88 0.23
H 3.22 0.75 0.73
H 3.19 0.39 -0.96
H 1.51 -1.46 -0.31
H 0.25 0.83 0.89
H 0.53 1.05 -0.82
H -0.87 -0.94 -1.29
H -0.82 -1.32 0.61
H -1.52 0.61 1.71
```

=====

Stability ranking, top entry: w; the second entry is 2.048 eV less favorable.

=====

## w
DFT (ωB97M-V/def2-TZVPD) results for one molecule with the formula C3H9NS.

2S+1: 1
LUMO level, eV: 1.0
HOMO energy, eV: -8.6
Charge: 0
SMILES: CNCSC
Orbital gap, eV: 9.65

XYZ file:
```
14
C3H9NS ωB97M-V/def2-TZVPD
C -1.31 -1.77 0.99
S -0.27 -1.43 -0.47
H -1.79 -0.90 1.43
H -2.01 -2.54 0.65
H -0.71 -2.33 1.71
C 0.19 1.72 -1.18
C 0.95 -0.24 0.17
N 0.47 1.12 0.11
H 0.95 1.61 -1.97
H -0.04 2.79 -1.10
H -0.72 1.24 -1.55
H 1.81 -0.39 -0.52
H 1.28 -0.51 1.17
H 1.21 1.63 0.58
```

=====

## x
DFT (ωB97M-V/def2-TZVPD) results for a 2-piece molecular cluster, C3H9NS overall.

2S+1: 1
LUMO level, eV: 0.9
HOMO energy, eV: -8.3
Charge: 0
SMILES: C=CN.CS
Orbital gap, eV: 9.19

XYZ file:
```
14
C3H9NS ωB97M-V/def2-TZVPD
C 2.40 -0.79 -0.87
S 1.90 -1.26 0.79
H 3.19 -1.44 -1.21
H 2.73 0.24 -0.98
H 1.57 -0.95 -1.56
C -1.27 0.81 0.59
C -1.34 1.02 -0.72
N -2.23 0.09 1.30
H -0.51 1.27 1.21
H -0.83 1.86 -1.18
H -1.77 0.29 -1.39
H 0.84 -0.45 0.85
H -2.59 -0.74 0.86
H -2.09 0.05 2.29
```

=====

Stability ranking, top entry: w; the second entry is 0.656 eV less favorable.

=====

## w
DFT (ωB97M-V/def2-TZVPD) results for C4H7BrN as an isolated structure.

2S+1: 1
LUMO level, eV: -3.9
HOMO energy, eV: -13.7
Charge: +1
Orbital gap, eV: 9.77

XYZ file:
```
13
C4H7BrN ωB97M-V/def2-TZVPD
C -0.52 -0.59 -0.39
C -1.51 -0.73 -1.18
C -0.48 0.78 0.92
C 1.02 -0.51 -0.27
N 0.99 0.54 0.91
Br -1.21 -1.72 -2.82
H -2.51 -0.24 -1.09
H -0.85 1.64 0.53
H -0.88 0.58 1.90
H 1.54 -1.42 0.11
H 1.42 0.03 -1.08
H 1.57 1.38 0.68
H 1.45 0.26 1.79
```

=====

## x
DFT (ωB97M-V/def2-TZVPD) results for C4H7BrN as an isolated structure.

2S+1: 1
LUMO level (alpha / beta), eV: -7.0 / -7.0
HOMO energy (alpha / beta), eV: -14.5 / -14.5
Charge: +1
Orbital gap (alpha / beta), eV: 7.49 / 7.49

XYZ file:
```
13
C4H7BrN ωB97M-V/def2-TZVPD
C 1.14 0.38 -0.47
C 0.05 -1.21 0.22
C -0.28 0.20 0.12
C -1.51 0.95 0.38
N 1.39 -1.13 -0.38
Br -1.17 2.11 2.01
H 1.11 0.53 -1.60
H 1.88 1.01 0.04
H -0.03 -1.75 1.18
H -0.58 -1.60 -0.56
H -2.27 0.21 0.61
H -2.03 1.44 -0.50
H 2.24 -1.42 -0.02
```

=====

Stability ranking, top entry: w; the second entry is 0.866 eV less favorable.

=====

## w
DFT (ωB97M-V/def2-TZVPD) results for one molecule with the formula C2H5NS2.

2S+1: 1
LUMO level, eV: 0.3
HOMO energy, eV: -8.6
Charge: 0
SMILES: CSNC=S
Orbital gap, eV: 8.96

XYZ file:
```
10
C2H5NS2 ωB97M-V/def2-TZVPD
C 2.60 -0.41 -0.46
C -1.19 0.07 0.05
N 1.39 -0.22 0.16
S 4.02 0.17 0.09
S 0.04 -1.23 0.14
H 2.69 -1.09 -1.34
H -1.55 0.46 1.09
H -1.99 -0.43 -0.44
H -0.58 0.81 -0.42
H 1.51 0.27 1.09
```

=====

## x
DFT (ωB97M-V/def2-TZVPD) results for one molecule with the formula C2H5NS2.

2S+1: 1
LUMO level, eV: 0.6
HOMO energy, eV: -8.9
Charge: 0
SMILES: CS/C=N\S
Orbital gap, eV: 9.50

XYZ file:
```
10
C2H5NS2 ωB97M-V/def2-TZVPD
C -1.78 -0.65 0.28
C 0.47 1.08 -0.22
H -2.66 -0.88 -0.25
H -1.40 -1.53 0.86
H -1.95 0.12 1.06
H -0.09 2.04 -0.22
H 3.79 -0.23 -0.25
N 1.64 0.86 0.02
S -0.51 -0.13 -0.98
S 2.49 -0.68 -0.31
```

=====

Stability ranking, top entry: w; the second entry is 0.596 eV less favorable.

=====

## w
DFT (ωB97M-V/def2-TZVPD) results for one molecule with the formula C2H5NS2.

2S+1: 1
LUMO level, eV: 0.7
HOMO energy, eV: -9.1
Charge: 0
SMILES: S/C=N/CS
Orbital gap, eV: 9.84

XYZ file:
```
10
C2H5NS2 ωB97M-V/def2-TZVPD
C -0.03 -0.56 -1.33
C 1.21 0.18 0.47
N 0.42 -0.75 -0.17
S -0.64 -1.89 -2.28
S 1.78 1.65 -0.42
H 0.16 0.34 -2.11
H 0.55 0.51 1.33
H 2.16 -0.25 0.87
H -1.63 -1.30 -2.78
H 1.76 1.17 -1.64
```

=====

## x
DFT (ωB97M-V/def2-TZVPD) results for one molecule with the formula C2H5NS2.

2S+1: 1
LUMO level, eV: 0.6
HOMO energy, eV: -8.8
Charge: 0
SMILES: CN1S[C@@H]1S
Orbital gap, eV: 9.42

XYZ file:
```
10
C2H5NS2 ωB97M-V/def2-TZVPD
C -0.06 0.14 -0.94
C -0.07 -0.75 1.20
N 0.47 0.26 0.31
S 1.70 -0.28 -0.87
S -0.52 1.69 -1.75
H -0.83 -0.62 -1.24
H 0.38 -0.65 2.20
H -1.20 -0.43 1.25
H -0.10 -1.85 0.81
H 0.25 2.49 -0.98
```

=====

Stability ranking, top entry: w; the second entry is 0.328 eV less favorable.

=====

## w
DFT (ωB97M-V/def2-TZVPD) results for a 2-piece molecular cluster, CH7NO overall.

2S+1: 1
LUMO level, eV: 0.9
HOMO energy, eV: -9.6
Charge: 0
SMILES: CN.O
Orbital gap, eV: 10.53

XYZ file:
```
10
CH7NO ωB97M-V/def2-TZVPD
C 2.08 -0.42 0.02
H -3.30 -0.85 -0.22
H -1.82 -0.32 -0.09
H 1.05 1.26 0.75
H 0.88 1.05 -0.88
H 2.04 -1.12 -0.82
H 2.99 0.41 -0.22
H 2.19 -1.10 0.95
N 0.86 0.47 0.01
O -2.82 -0.01 0.04
```

=====

## x
DFT (ωB97M-V/def2-TZVPD) results for a 2-piece molecular cluster, CH7NO overall.

2S+1: 1
LUMO level, eV: 1.2
HOMO energy, eV: -9.1
Charge: 0
SMILES: CN.O
Orbital gap, eV: 10.32

XYZ file:
```
10
CH7NO ωB97M-V/def2-TZVPD
C 0.34 -1.47 3.36
N -0.62 -2.16 2.46
H 0.28 -0.39 3.36
H 1.37 -1.80 3.27
H 0.08 -1.59 4.46
H -0.21 -3.05 2.09
H -1.46 -2.37 2.93
H -0.02 4.01 -4.90
H 0.88 3.45 -5.81
O 0.16 3.21 -5.34
```

=====

Stability ranking, top entry: x; the second entry is 0.362 eV less favorable.